(1)
# C48H144N24O8P8

A cluster of 8 separate species, C48H144N24O8P8 in total (ωB97M-V with the def2-TZVPD basis set, OMol25).

Calculated values
**ΔE to the lowest compared entry with this formula, charge and spin**: 861.55 kJ/mol
**HOMO energy**: -7.94 eV
**SMILES string**: CN(C)P(=O)(N(C)C)N(C)C.CN(C)P(=O)(N(C)C)N(C)C.CN(C)P(=O)(N(C)C)N(C)C.CN(C)P(=O)(N(C)C)N(C)C.CN(C)P(=O)(N(C)C)N(C)C.CN(C)P(=O)(N(C)C)N(C)C.CN(C)P(=O)(N(C)C)N(C)C.CN(C)P(=O)(N(C)C)N(C)C
**F_max**: 0.0883 Eh/bohr
**LUMO**: 0.24 eV
**Calculated total energy**: -178568.386 eV
**HOMO-LUMO gap**: 8.181 eV

Geometry (Å):
1 H -1.91 -0.61 15.72
2 C 6.27 -6.48 32.83
3 H 0.53 6.06 34.18
4 C 16.05 2.23 34.67
5 C 13.83 2.41 35.45
6 H 17.17 -0.39 35.65
7 H 17.19 2.38 21.99
8 H 11.03 -0.67 33.19
9 H 14.10 2.64 36.48
10 C 13.09 1.78 25.67
11 O 11.64 -5.64 16.14
12 H 4.14 -8.02 34.87
13 H 0.86 -6.54 34.32
14 H -0.38 8.53 24.75
15 H 5.65 -8.69 34.00
16 C -3.34 -2.55 15.94
17 C 0.99 11.42 23.56
18 P -2.91 -2.57 18.67
19 H 4.63 1.44 35.48
20 N 10.39 -7.89 14.96
21 H -2.69 0.10 19.29
22 C 12.81 -8.66 16.90
23 O 3.84 -4.46 32.73
24 H 11.89 -8.48 19.34
25 H 9.94 -9.85 15.99
26 P 14.48 -0.03 34.11
27 C 14.20 3.59 24.43
28 H 13.43 2.05 26.67
29 H 1.39 12.35 23.99
30 H -2.06 -3.42 21.18
31 H 0.86 6.40 32.42
32 N 3.77 3.21 34.59
33 N 9.27 -6.69 17.17
34 N 0.36 11.86 26.91
35 C 15.29 -1.52 23.27
36 O -3.44 -3.97 18.65
37 H 6.04 2.50 26.17
38 H 0.41 0.98 33.93
39 H 16.54 -1.44 36.92
40 H 0.65 -6.08 31.91
41 H 10.00 -4.93 17.98
42 H 1.83 -5.28 30.83
43 C 16.26 -0.69 36.18
44 H 3.09 1.31 34.54
45 H 13.76 3.29 34.81
46 C 9.14 -5.56 18.18
47 H 7.66 3.06 23.10
48 H 6.19 2.77 22.21
49 H 15.95 -1.75 24.11
50 C 6.94 2.29 22.83
51 H 9.53 -7.72 13.04
52 H 13.29 2.65 21.81
53 H 16.86 0.65 21.58
54 C 3.51 -5.48 35.96
55 H 3.05 -4.54 36.26
56 N 6.42 1.82 24.13
57 H 2.99 9.62 24.49
58 N 15.19 1.71 22.17
59 C -0.16 9.31 24.03
60 H 1.85 7.18 33.75
61 H 1.71 10.93 22.91
62 H 12.54 0.33 23.28
63 H 7.16 0.45 26.16
64 C 0.33 12.04 28.37
65 N 5.15 -0.12 25.49
66 O 0.60 9.17 26.90
67 H -4.07 -3.32 16.19
68 H 3.06 -0.22 25.94
69 C 14.05 2.00 21.37
70 H 1.87 -8.27 33.24
71 H 3.52 12.37 27.30
72 N 2.62 -6.80 32.16
73 N 2.22 5.18 33.36
74 H 3.97 4.55 32.37
75 P 2.08 3.79 34.39
76 C -0.10 -2.56 18.70
77 H 10.06 -6.21 13.69
78 H 13.81 -2.71 35.12
79 C 3.47 2.05 22.59
80 C 8.19 -7.74 17.08
81 H 3.27 -6.22 36.73
82 O 5.43 -0.34 22.84
83 C 4.08 1.74 34.59
84 H 3.89 1.41 21.81
85 N 2.68 10.71 26.17
86 H 2.64 1.53 32.11
87 H 5.50 3.60 24.94
88 H -3.34 -0.17 20.98
89 H 13.50 -9.02 17.67
90 H 1.12 -5.87 35.99
91 H 14.61 3.86 23.45
92 H 15.97 0.18 36.76
93 H -3.67 -1.87 15.16
94 N 2.79 -5.97 34.77
95 H 7.22 3.49 25.21
96 H 5.70 -7.42 35.29
97 H 10.92 -7.04 19.23
98 H -0.33 12.91 25.26
99 H 1.09 1.65 31.53
100 O 14.93 -0.28 32.69
101 H 1.00 -4.80 34.68
102 H -6.01 -1.34 18.82
103 C 0.25 13.10 26.16
104 H 12.62 -6.90 18.84
105 H 12.58 -1.37 23.71
106 H 4.49 3.95 36.42
107 H 11.78 0.87 32.86
108 P 10.81 -6.88 16.36
109 N 14.00 2.22 24.52
110 H 13.00 0.70 25.65
111 C 13.09 -0.60 23.14
112 H -0.08 -2.07 17.73
113 H 2.92 10.90 28.23
114 H 13.35 4.26 24.57
115 C 3.35 11.30 27.31
116 H 7.41 -7.62 17.84
117 H 6.11 -5.84 31.95
118 C -2.23 -0.63 16.76
119 H 3.70 6.21 32.44
120 N -1.41 -2.31 19.46
121 N -3.97 -1.53 19.45
122 C 3.93 -0.87 25.92
123 H -4.30 0.56 19.73
124 C 3.20 2.31 25.00
125 C 2.47 -8.21 32.33
126 H 8.73 -8.67 17.26
127 H 12.78 2.16 35.34
128 H 16.51 1.92 20.46
129 H 14.31 2.45 20.41
130 N 12.82 -0.27 34.27
131 C 16.50 1.68 21.52
132 H 12.69 -9.47 16.18
133 N 0.57 10.46 24.55
134 C -5.41 -1.79 19.61
135 N 14.77 1.53 34.81
136 H 11.09 -9.81 14.61
137 H 0.10 11.70 23.00
138 C 4.72 4.00 35.35
139 C 6.45 -0.38 26.12
140 H 3.46 -8.59 32.56
141 H 4.58 -5.40 35.83
142 H 8.22 -5.04 17.94
143 H 3.87 -1.62 25.14
144 H -0.47 13.80 26.59
145 C 6.30 2.90 25.19
146 H -5.72 -1.54 20.62
147 H 13.34 -7.91 16.32
148 H -1.11 9.75 23.72
149 H 1.19 -6.85 30.50
150 H 2.20 2.01 25.33
151 C 14.82 -2.50 35.48
152 C 1.36 -5.79 34.93
153 N 14.47 -0.38 23.63
154 C 12.14 -0.54 35.54
155 H -3.11 0.01 16.82
156 H 1.33 11.91 28.79
157 H 4.14 -1.37 26.86
158 H 6.31 -0.85 27.10
159 C 11.99 -0.17 33.07
160 H 3.11 3.37 24.77
161 H 9.43 -9.60 14.28
162 H 15.87 -1.26 22.38
163 H 12.11 2.23 25.50
164 N -2.66 -1.95 17.12
165 C 5.14 -7.84 34.46
166 N 1.29 2.73 33.34
167 H 7.72 -7.67 16.10
168 O 16.43 1.25 24.51
169 H 15.46 -3.07 34.80
170 H -0.27 2.49 34.78
171 H 6.90 -5.91 33.51
172 H -0.34 -2.99 21.13
173 N 4.95 -6.74 33.45
174 H -1.50 -0.30 17.50
175 H 5.72 3.59 35.16
176 H 3.83 2.23 25.89
177 H 15.92 3.20 34.20
178 N 15.11 -1.09 35.37
179 C 10.33 -7.27 13.64
180 H 13.51 1.11 21.03
181 H 2.03 -8.63 31.42
182 C 1.55 -6.22 31.31
183 H 0.77 -2.25 19.29
184 H 1.25 13.51 26.00
185 H 7.37 1.52 22.18
186 H 4.59 5.00 34.95
187 H 16.46 2.34 35.67
188 H 14.74 -2.41 22.97
189 H 2.17 3.08 31.40
190 C -3.54 -0.20 19.91
191 C 10.18 -9.37 15.04
192 H 11.38 0.24 35.53
193 H -0.32 11.30 28.85
194 H 0.11 13.06 28.70
195 H 9.11 -6.00 19.18
196 O 1.40 4.09 35.68
197 H 11.31 -7.31 13.17
198 C 11.76 -7.56 18.77
199 C 3.55 10.35 25.08
200 H 12.68 -0.52 36.48
201 N 11.59 -8.01 17.41
202 H -2.58 -3.25 15.61
203 P 5.20 0.62 23.97
204 C 1.27 6.32 33.42
205 C 3.16 5.28 32.31
206 C 0.16 2.04 33.89
207 P 0.95 10.43 26.19
208 H 11.52 -1.44 35.53
209 H 2.80 5.29 31.27
210 H 3.91 3.03 22.45
211 H -0.68 2.18 33.20
212 H 4.35 10.88 27.45
213 H -5.64 -2.85 19.55
214 N 3.73 1.51 23.89
215 H 4.61 1.53 33.66
216 H -1.57 -1.78 21.39
217 C -1.34 -2.68 20.82
218 H 6.88 -1.21 25.56
219 P 3.52 -5.79 33.24
220 H 12.39 -0.72 32.22
221 C 1.84 2.26 32.03
222 H 0.40 8.82 23.23
223 H 13.12 -0.84 22.08
224 H 15.00 3.89 25.11
225 H 2.40 2.09 22.44
226 H 6.82 -7.40 32.64
227 H 16.75 1.65 34.07
228 H 14.93 -2.92 36.48
229 H -0.03 -3.62 18.49
230 H 3.87 11.21 24.48
231 H 4.45 9.83 25.41
232 P 15.12 1.20 23.80



(2)
# C48H24Cl4N7Rh

A structure of composition C48H24Cl4N7Rh (ωB97M-V with the def2-TZVPD basis set, OMol25).

Calculated values
**ΔE to the lowest compared entry with this formula, charge and spin**: 46.38 kJ/mol
**HOMO energy (spin up / spin down)**: -7.80 / -7.80 eV
**F_max**: 0.0328 Eh/bohr
**LUMO (spin up / spin down)**: -2.20 / -2.19 eV
**Calculated total energy**: -113694.762 eV
**HOMO-LUMO gap (spin up / spin down)**: 5.605 / 5.607 eV

Geometry (Å):
1 H 2.40 1.96 4.85
2 H -5.13 3.02 5.42
3 N 1.22 6.07 -2.09
4 H -4.94 -0.83 2.34
5 C 2.61 -0.08 1.61
6 C 3.85 1.00 6.09
7 H 3.98 -3.13 -1.26
8 C -4.22 -1.39 -3.51
9 C -6.12 1.26 4.70
10 C -3.97 1.98 3.94
11 C 2.05 0.11 2.88
12 C -5.09 -1.65 -4.56
13 H 5.81 -4.18 -2.55
14 H -5.93 -2.32 -4.42
15 C -2.96 0.57 0.80
16 C 4.64 -0.13 6.26
17 C 3.74 -1.48 -2.61
18 C 5.36 -3.26 -2.89
19 C 2.60 -0.92 -1.84
20 C 4.02 -0.16 1.36
21 C -2.71 0.09 -1.32
22 H 1.80 -1.61 -4.49
23 C -4.87 -1.07 -5.79
24 C 4.60 -1.17 5.35
25 C -3.91 0.90 3.05
26 N -2.04 0.16 -0.13
27 C 1.30 2.91 -3.52
28 Cl -7.50 1.48 5.72
29 C 1.16 4.92 -2.16
30 Cl -5.92 -1.43 -7.11
31 C 0.68 2.73 -1.20
32 H -3.16 2.69 3.96
33 C -3.13 -0.54 -3.67
34 C 0.68 0.29 3.10
35 C -3.81 -0.19 -5.97
36 Cl 7.06 -3.42 -4.98
37 C 5.80 -2.66 -4.06
38 H 3.78 0.04 -4.13
39 C 3.01 1.08 4.99
40 C 1.08 3.51 -2.27
41 H 3.73 -1.88 3.53
42 C 4.16 -0.48 0.04
43 Rh -0.04 0.09 0.13
44 N 1.44 2.44 -4.56
45 C -1.48 0.57 2.78
46 C -0.26 -1.09 -3.99
47 N 0.17 -0.46 -1.84
48 C -4.06 0.52 -1.15
49 C 1.07 -1.25 -3.79
50 C 1.34 -0.84 -2.44
51 H -6.89 -0.53 3.81
52 C 0.06 0.34 4.40
53 H -3.65 0.27 -6.94
54 C -4.98 0.01 3.01
55 C 2.85 -0.57 -0.51
56 C -4.21 0.82 0.17
57 H -2.04 0.56 4.95
58 C -1.26 0.51 4.20
59 C 4.34 -2.66 -2.17
60 C -2.73 0.69 2.18
61 C -2.18 -0.32 -2.56
62 C 5.24 -1.47 -4.50
63 Cl 5.68 -0.24 7.64
64 C 3.77 -1.07 4.25
65 H -4.80 0.61 -1.93
66 C -0.82 -0.58 -2.77
67 H -0.82 -1.33 -4.88
68 C 2.95 0.05 4.05
69 H -5.10 1.21 0.65
70 H 5.22 -2.04 5.49
71 N -0.28 0.40 2.14
72 H 5.08 -0.62 -0.50
73 C -5.08 2.17 4.75
74 H 4.80 0.01 2.08
75 H 3.90 1.81 6.80
76 H 5.61 -1.01 -5.41
77 N 0.29 2.07 -0.32
78 C 4.21 -0.89 -3.78
79 N 1.92 -0.29 0.45
80 C -6.08 0.18 3.84
81 H -4.38 -1.88 -2.55
82 C -2.95 0.07 -4.92
83 H 0.58 0.21 5.33
84 H -2.15 0.78 -5.05



(3)
# C48H33BaBrClF5IN5O4S3Si

A structure of composition C48H33BaBrClF5IN5O4S3Si (ωB97M-V with the def2-TZVPD basis set, OMol25).

Calculated values
**ΔE to the lowest compared entry with this formula, charge and spin**: 69.57 kJ/mol
**HOMO energy**: -0.59 eV
**F_max**: 0.0640 Eh/bohr
**LUMO**: 3.36 eV
**Total charge**: -2
**Calculated total energy**: -211287.360 eV
**HOMO-LUMO gap**: 3.947 eV

Geometry (Å):
1 N 1.01 -0.43 -2.03
2 C -2.15 3.60 3.87
3 F -5.42 0.55 -7.91
4 C 4.08 -0.02 -3.96
5 C -2.80 -1.60 3.09
6 F -4.45 -1.77 -6.84
7 C -0.09 -1.12 -2.04
8 H 6.41 5.24 1.74
9 C -1.29 3.50 -3.90
10 H 7.03 2.27 -1.26
11 C 2.12 -2.03 0.76
12 C 6.86 3.77 0.23
13 H -0.85 2.73 -4.50
14 C 3.90 -1.03 -4.96
15 H 4.98 -1.08 3.07
16 H 0.54 -7.46 1.97
17 C -1.35 2.60 3.30
18 H -6.10 -0.53 4.83
19 C -4.98 0.51 -6.64
20 C -3.40 -2.42 4.06
21 C -5.01 1.64 -5.84
22 C 4.66 4.19 1.11
23 H -0.95 -3.88 0.14
24 H -1.09 -1.41 0.99
25 N -2.16 3.55 -1.63
26 I -0.12 5.26 -4.27
27 C -0.72 -3.78 2.27
28 C -2.62 3.46 5.15
29 N -0.03 1.10 1.84
30 C -0.99 1.38 4.00
31 C -4.05 -0.68 -4.78
32 Si -1.14 -1.94 2.39
33 H -1.32 0.37 5.92
34 C -4.59 -2.04 4.67
35 H -2.41 4.47 3.28
36 C -1.21 3.10 -2.44
37 N 3.39 1.09 -1.87
38 O -2.10 2.22 0.82
39 H 4.94 0.63 -4.04
40 H 1.28 -2.26 0.11
41 H -2.21 3.13 -0.68
42 C 3.58 -0.47 1.55
43 H 3.92 0.56 1.53
44 C -3.42 -0.40 2.75
45 C -4.06 0.43 -3.92
46 C 1.99 -0.66 -2.96
47 H -2.92 -3.36 4.34
48 C 3.69 -2.68 2.40
49 C -5.18 -0.83 4.34
50 C -0.25 0.57 3.21
51 F -3.59 -1.87 -4.35
52 C -1.52 1.27 5.34
53 H -0.15 -6.21 -0.06
54 F -5.48 2.79 -6.36
55 C -4.55 1.58 -4.53
56 C -0.65 -4.43 1.03
57 H -5.03 -2.69 5.42
58 Ba 1.12 1.63 -0.31
59 H -0.34 -4.03 4.38
60 F -4.62 2.75 -3.85
61 C 0.11 -5.83 3.30
62 H 0.42 -6.37 4.18
63 C 0.18 -6.44 2.05
64 N 2.57 -0.78 0.73
65 C 6.36 2.80 -0.60
66 C 4.17 -1.38 2.42
67 C -0.21 -5.74 0.92
68 C 5.99 4.47 1.09
69 H 2.23 -4.03 1.57
70 S -3.51 0.37 -2.26
71 C 4.99 2.50 -0.61
72 Cl 8.58 4.15 0.23
73 H 3.98 4.72 1.77
74 H -3.02 3.85 -2.06
75 S 0.35 -1.04 3.56
76 H -5.05 0.94 3.13
77 H -1.29 -2.68 -2.96
78 H -2.30 3.73 -4.22
79 C 3.20 0.14 -2.94
80 C 4.57 1.47 -1.58
81 C -0.33 -4.51 3.40
82 C -0.34 -2.16 -2.98
83 O -0.09 3.55 1.10
84 C 2.65 -3.03 1.57
85 C 1.83 -1.66 -3.92
86 O -0.25 2.43 -2.05
87 H -2.68 2.13 6.87
88 C 4.09 3.18 0.27
89 C -4.60 -0.01 3.38
90 C 2.82 -1.84 -4.93
91 H -3.23 4.23 5.61
92 C 0.63 -2.42 -3.90
93 S -0.89 2.43 1.68
94 H 2.68 -2.62 -5.67
95 O 2.85 2.89 0.31
96 C -4.50 -0.66 -6.09
97 H 0.48 -3.19 -4.65
98 H -2.98 0.26 2.01
99 Br 4.45 -3.97 3.56
100 C -2.28 2.26 5.87
101 H -0.86 -0.86 -1.32
102 H 5.42 1.00 -2.10
103 H 4.64 -1.12 -5.74